The following is a DFT calculation (ωB97M-V/def2-TZVPD) of a single C5H10O2 molecule.

Properties
Calculated total energy   -9441.7643 eV
Energy relative to the best compared isomer or geometry (same formula, charge and spin)   1.279 eV
HOMO-LUMO gap   10.97 eV
Max |F|   0.68 eV/Å
HOMO   -10.06 eV
LUMO level   0.91 eV
SMILES   CC[C@@H](O)CC=O

Last column: natural (NBO) charge in e.
Atoms and positions in Å:
C -2.327 -0.625 -0.338  -0.606
C -1.233 0.443 -0.434  -0.405
C 0.033 -0.026 0.299  0.105
O 0.283 -1.338 -0.155  -0.741
C 1.282 0.850 0.067  -0.540
C 2.593 0.204 0.476  0.462
O 2.741 -0.953 0.815  -0.547
H -3.239 -0.314 -0.856  0.206
H -1.974 -1.556 -0.784  0.230
H -2.586 -0.839 0.706  0.201
H -0.995 0.622 -1.492  0.198
H -1.590 1.395 -0.016  0.201
H -0.187 -0.017 1.385  0.154
H 1.100 -1.623 0.285  0.494
H 1.228 1.810 0.600  0.232
H 1.382 1.106 -1.001  0.239
H 3.489 0.861 0.444  0.119


The following is a DFT calculation (ωB97M-V/def2-TZVPD) of a molecular structure, C18H24CaN6O6Se.

Properties
Calculated total energy   -124069.7050 eV
Energy relative to the best compared isomer or geometry (same formula, charge and spin)   1.111 eV
HOMO-LUMO gap   7.21 eV
Max |F|   0.68 eV/Å
HOMO   -7.36 eV
LUMO level   -0.14 eV

Last column: natural (NBO) charge in e.
Atoms and positions in Å:
Ca -0.782 -0.295 -0.770  1.746
C 3.812 2.397 -1.304  -0.416
N 2.846 1.526 -1.954  -0.399
C 2.704 1.649 -3.402  -0.421
C 2.035 0.711 -1.273  0.666
O 1.235 -0.038 -1.828  -0.689
C 2.150 0.714 0.261  -0.155
O 1.045 0.049 0.866  -0.561
C 1.301 -1.121 1.621  -0.168
C 1.027 -2.393 0.794  0.667
O 0.600 -2.292 -0.353  -0.683
N 1.254 -3.572 1.388  -0.410
C 1.677 -3.736 2.768  -0.410
C 0.938 -4.800 0.672  -0.418
H 4.536 2.718 -2.048  0.225
H 4.357 1.877 -0.516  0.199
H 3.337 3.287 -0.885  0.211
H 3.582 1.236 -3.903  0.195
H 2.581 2.699 -3.665  0.228
H 1.817 1.113 -3.719  0.253
H 2.159 1.739 0.633  0.220
H 3.091 0.233 0.543  0.201
H 0.603 -1.105 2.460  0.227
H 2.320 -1.116 2.015  0.203
H 1.659 -2.797 3.312  0.211
H 2.687 -4.150 2.814  0.205
H 0.999 -4.425 3.272  0.217
H 0.919 -4.602 -0.394  0.243
H -0.039 -5.179 0.980  0.213
H 1.700 -5.547 0.894  0.203
N -1.822 -1.585 -2.538  -0.899
C -3.243 -1.176 -2.378  -0.345
C -3.613 -1.229 -0.878  0.762
O -4.535 -1.927 -0.491  -0.652
O -2.837 -0.524 -0.120  -0.900
H -1.492 -1.361 -3.470  0.385
H -1.743 -2.590 -2.424  0.374
H -3.937 -1.817 -2.921  0.197
H -3.339 -0.144 -2.712  0.227
Se -0.520 3.926 -3.739  -0.328
C -0.913 2.386 -2.872  0.116
N -1.188 1.425 -2.273  -0.726
O -1.939 -2.845 1.352  -0.517
C -1.899 -1.749 1.620  0.491
N -2.613 1.795 5.349  -0.299
C -2.451 2.104 4.254  0.276
C -2.216 2.502 2.891  -0.218
C -2.688 3.712 2.395  -0.101
C -2.384 4.041 1.089  -0.256
C -1.621 3.160 0.333  0.086
N -1.176 1.990 0.800  -0.479
C -1.480 1.673 2.054  0.097
H -3.273 4.369 3.023  0.231
H -2.727 4.966 0.650  0.235
H -1.358 3.403 -0.687  0.232
H -1.143 0.711 2.416  0.205


The following is a DFT calculation (ωB97M-V/def2-TZVPD) of 2 unconnected molecules or ions with the total composition C5H12O.

Properties
Calculated total energy   -7426.0051 eV
Energy relative to the best compared isomer or geometry (same formula, charge and spin)   1.306 eV
HOMO-LUMO gap   10.33 eV
Max |F|   0.98 eV/Å
HOMO   -9.32 eV
LUMO level   1.01 eV
SMILES   C=CCCC.O

Last column: natural (NBO) charge in e.
Atoms and positions in Å:
C 0.388 2.638 -0.528  -0.603
C -0.488 1.413 -0.262  -0.389
C 0.271 0.108 -0.510  -0.440
C -0.531 -1.161 -0.371  -0.263
C 0.016 -2.352 -0.118  -0.338
O -0.400 -2.184 2.295  -0.940
H 0.815 2.600 -1.538  0.202
H -0.180 3.570 -0.438  0.212
H 1.224 2.689 0.179  0.202
H -1.369 1.445 -0.916  0.196
H -0.868 1.444 0.768  0.197
H 0.651 0.124 -1.540  0.211
H 1.159 0.073 0.140  0.200
H -0.644 -1.536 1.606  0.483
H -1.600 -1.109 -0.584  0.205
H 1.081 -2.460 0.092  0.188
H -0.562 -3.267 -0.051  0.214
H 0.538 -2.016 2.444  0.461


The following is a DFT calculation (ωB97M-V/def2-TZVPD) of a molecular structure, C4H8N3 at a distorted geometry.

Properties
Calculated total energy   -8736.2874 eV
Energy relative to the best compared isomer or geometry (same formula, charge and spin)   6.494 eV
HOMO-LUMO gap   8.37 eV
Total charge   +1
Max |F|   4.14 eV/Å
HOMO   -13.89 eV
LUMO level   -5.52 eV

Last column: natural (NBO) charge in e.
Atoms and positions in Å:
C 1.768 -0.574 -0.639  -0.241
C 0.277 0.038 -1.881  -0.230
C 0.370 -0.178 -0.371  0.240
C -1.921 0.499 2.408  -0.449
N -0.289 0.262 0.601  0.058
N -0.840 0.829 1.531  0.069
N 1.601 -0.438 -2.059  -0.565
H 2.346 0.254 -0.128  0.250
H 2.041 -1.621 -0.278  0.258
H -0.483 -0.402 -2.399  0.243
H 0.060 1.135 -2.200  0.242
H -1.463 0.653 3.319  0.261
H -2.444 -0.393 2.342  0.228
H -2.620 1.227 2.242  0.261
H 1.597 -1.292 -2.488  0.375


The following is a DFT calculation (ωB97M-V/def2-TZVPD) of a molecular structure, C18H34FInNO3S at a distorted geometry.

Properties
Calculated total energy   -45571.6578 eV
HOMO-LUMO gap   6.87 eV
Total charge   -1
Max |F|   7.11 eV/Å
HOMO   -4.47 eV
LUMO level   2.40 eV

Last column: Mulliken charge in e.
Atoms and positions in Å:
C 1.512 -4.112 4.029  -0.789
C 1.268 -3.404 2.934  -0.171
In 0.873 -2.130 1.060  0.822
S 0.583 0.213 1.864  -0.449
C 2.735 -2.430 -0.248  -1.045
C 3.157 -1.064 -1.012  0.293
C 4.686 -0.632 -0.613  -0.748
C 4.862 0.954 -0.353  -0.064
C 5.199 1.159 1.229  -0.737
N 3.865 1.217 1.944  -0.369
C -0.934 -3.014 0.035  -0.912
C -2.361 -2.402 0.546  0.103
C -3.177 -1.939 -0.769  -0.675
C -4.413 -0.936 -0.472  -0.595
C -3.930 0.600 -0.729  -0.040
C -4.722 1.697 0.144  -0.695
C -4.157 1.934 1.638  -0.373
C -3.408 0.671 2.299  -0.536
H 1.685 -4.350 5.147  0.271
H -0.104 1.003 0.949  -0.076
H 3.631 -2.787 0.402  0.313
H 2.513 -3.314 -0.967  0.253
H 3.195 -1.313 -2.148  0.233
H 2.414 -0.195 -0.860  -0.256
H 5.075 -1.178 0.316  0.301
H 5.363 -0.899 -1.509  0.270
H 5.739 1.390 -0.950  0.333
H 3.922 1.574 -0.617  -0.033
H 5.882 0.321 1.642  0.345
H 5.778 2.148 1.416  0.265
H 4.025 1.192 2.963  0.181
H 3.427 2.129 1.704  0.169
H -0.961 -4.139 0.324  0.253
H -0.855 -2.918 -1.118  0.273
H -2.113 -1.555 1.276  -0.140
H -2.932 -3.226 1.113  0.256
H -2.446 -1.512 -1.567  0.250
H -3.638 -2.898 -1.220  0.259
H -5.217 -1.175 -1.276  0.368
H -4.921 -1.094 0.543  0.274
H -2.774 0.709 -0.683  -0.203
H -4.199 0.818 -1.842  0.385
H -5.864 1.514 0.167  0.280
H -4.590 2.711 -0.416  0.256
H -3.404 2.807 1.606  0.216
H -5.031 2.240 2.327  0.272
H -3.185 0.967 3.403  0.344
H -4.026 -0.293 2.342  0.208
H -2.385 0.534 1.802  -0.127
C 0.983 1.675 -3.059  -0.430
C 0.506 3.014 -3.523  0.308
O -0.558 3.303 -2.640  -0.326
C -0.248 2.658 -1.479  0.421
O -0.769 2.883 -0.424  -0.485
O 0.733 1.730 -1.664  -0.017
F 0.013 2.945 -4.784  -0.305
H 0.414 0.849 -3.498  0.255
H 2.043 1.517 -3.262  0.280
H 1.260 3.805 -3.462  0.290


The following is a DFT calculation (ωB97M-V/def2-TZVPD) of a single C6H10 molecule at a distorted geometry.

Properties
Calculated total energy   -6381.7528 eV
Energy relative to the best compared isomer or geometry (same formula, charge and spin)   2.107 eV
HOMO-LUMO gap   10.20 eV
Max |F|   2.47 eV/Å
HOMO   -8.94 eV
LUMO level   1.25 eV
SMILES   C1C[C@H]2CC[C@@H]12

Last column: natural (NBO) charge in e.
Atoms and positions in Å:
C -0.718 -1.246 0.641  -0.408
C -1.361 0.167 0.599  -0.404
C -0.498 0.605 -0.590  -0.207
C 0.890 1.215 -0.409  -0.396
C 1.496 -0.152 -0.035  -0.407
C 0.188 -0.816 -0.527  -0.232
H -0.184 -1.460 1.576  0.203
H -1.404 -2.078 0.460  0.208
H -2.420 0.108 0.342  0.211
H -1.225 0.799 1.474  0.200
H -1.064 0.989 -1.458  0.191
H 1.290 1.521 -1.383  0.205
H 0.968 2.038 0.299  0.197
H 1.610 -0.261 1.052  0.201
H 2.460 -0.410 -0.486  0.210
H -0.030 -1.021 -1.555  0.230


The following is a DFT calculation (ωB97M-V/def2-TZVPD) of a molecular structure, C16H30N6S2Sc at a distorted geometry.

Properties
Calculated total energy   -68386.8806 eV
Energy relative to the best compared isomer or geometry (same formula, charge and spin)   0.216 eV
HOMO-LUMO gap   7.10 eV
Total charge   +1
Max |F|   2.03 eV/Å
HOMO   -9.05 eV
LUMO level   -1.95 eV

Last column: natural (NBO) charge in e.
Atoms and positions in Å:
Sc -0.626 -0.236 0.001  1.306
C 1.939 -1.771 -1.388  -0.240
C 1.076 -2.860 -0.775  -0.235
N 0.454 -2.432 0.495  -0.667
C 1.440 -2.361 1.607  -0.242
C 1.394 -1.050 2.370  -0.238
N 1.239 0.086 1.450  -0.665
C 2.466 0.382 0.670  -0.239
C 2.178 0.633 -0.800  -0.235
N 1.302 -0.438 -1.343  -0.669
H 2.900 -1.697 -0.880  0.197
H 2.176 -2.039 -2.418  0.224
H 0.261 -3.121 -1.447  0.235
H 1.698 -3.751 -0.641  0.199
H -0.290 -3.082 0.719  0.402
H 1.273 -3.180 2.307  0.224
H 2.435 -2.532 1.192  0.196
H 0.546 -1.040 3.050  0.233
H 2.303 -0.947 2.969  0.200
H 0.967 0.916 1.961  0.410
H 2.993 1.239 1.092  0.224
H 3.146 -0.462 0.781  0.197
H 1.647 1.577 -0.928  0.243
H 3.118 0.688 -1.356  0.203
H 1.036 -0.163 -2.283  0.405
S -2.237 -1.766 -1.504  -0.286
C -2.914 -0.819 -2.800  0.129
N -2.858 0.518 -2.840  -0.533
C -3.384 1.283 -3.804  0.072
C -4.065 0.730 -4.851  -0.271
C -4.180 -0.663 -4.854  -0.123
C -3.627 -1.424 -3.858  -0.244
H -2.278 1.013 -2.014  0.481
H -3.219 2.346 -3.677  0.227
H -4.489 1.349 -5.627  0.242
H -4.711 -1.157 -5.660  0.234
H -3.714 -2.502 -3.858  0.241
C -1.118 1.664 -0.490  -1.501
H -1.876 2.392 -0.169  0.195
H -0.463 2.262 -1.150  0.211
C -4.625 -1.251 4.047  -0.409
N -4.186 -0.022 3.419  -0.385
C -5.009 1.189 3.479  -0.217
C -4.182 2.210 2.677  -0.223
N -3.168 1.356 2.065  -0.579
C -3.184 0.117 2.550  0.379
S -2.077 -1.115 2.139  -0.277
H -4.860 -1.053 5.093  0.213
H -3.831 -1.990 3.996  0.242
H -5.514 -1.641 3.548  0.208
H -5.160 1.490 4.514  0.217
H -5.984 0.992 3.029  0.206
H -3.721 2.958 3.319  0.208
H -4.775 2.718 1.920  0.219
H -2.405 1.658 1.470  0.458


The following is a DFT calculation (ωB97M-V/def2-TZVPD) of a single C4H4N2O2 molecule at a distorted geometry.

Properties
Calculated total energy   -11282.0485 eV
Energy relative to the best compared isomer or geometry (same formula, charge and spin)   6.491 eV
HOMO-LUMO gap   8.80 eV
Max |F|   7.19 eV/Å
HOMO   -9.23 eV
LUMO level   -0.43 eV
SMILES   [H]/N=c1\cc(O)cno1

Last column: natural (NBO) charge in e.
Atoms and positions in Å:
C 1.043 -0.427 0.100  0.249
C 1.177 1.052 0.474  -0.070
C -1.303 -0.257 -0.107  0.523
C -0.040 -1.059 -0.022  -0.338
H 2.823 -0.418 -0.366  0.462
H 2.250 1.583 0.553  0.250
H -2.693 -1.841 0.565  0.404
H 0.068 -2.211 -0.412  0.260
N 0.078 1.786 0.034  -0.035
N -2.448 -0.865 0.268  -0.709
O 2.263 -1.073 -0.176  -0.659
O -1.153 1.148 -0.464  -0.337